Entry 1:
One molecule with the formula C12H14BrNO3, computed with ωB97M-V with the def2-TZVPD basis set.

## Properties
* SMILES: CCOC(=O)CCNC(=O)c1ccccc1Br
* Kohn-Sham gap: 0.313 Ha
* net charge: 0
* 2S+1: 1

Atoms and positions in Å:
C -3.60 -2.29 -0.08
C -3.96 -1.11 0.66
O -3.62 -0.05 -0.05
C -2.46 0.41 0.44
O -1.75 -0.24 1.29
C -2.02 1.77 -0.47
C -0.98 1.59 -1.36
N 0.13 0.93 -0.84
C 1.52 1.04 -1.13
O 1.79 2.17 -1.79
C 2.54 0.50 -0.35
C 3.49 1.34 0.51
C 4.64 0.82 1.07
C 4.57 -0.72 1.33
C 3.70 -1.62 0.66
C 2.58 -0.90 0.01
Br 1.41 -1.85 -1.25
H -2.65 -2.40 -0.04
H -4.04 -3.24 0.31
H -3.97 -2.07 -1.25
H -5.04 -0.92 0.63
H -3.69 -1.22 1.66
H -1.64 2.49 0.27
H -2.83 2.13 -0.86
H -0.59 2.10 -1.93
H -1.29 0.83 -2.13
H 0.13 0.21 0.01
H 3.42 2.36 0.19
H 5.16 1.43 1.77
H 5.39 -1.01 1.87
H 3.66 -2.48 0.85

These are the natural (NBO) partial charges, in e, on atoms 1 to 8:
1 C -0.5829
2 C -0.1030
3 O -0.4671
4 C 0.7994
5 O -0.6286
6 C -0.4345
7 C -0.2026
8 N -0.5772



Entry 2:
A 3-piece molecular cluster, C2H5N2O3 overall, computed with ωB97M-V with the def2-TZVPD basis set.

## Properties
* Kohn-Sham gap (alpha / beta): 0.168 / 0.168 Ha
* net charge: -1
* 2S+1: 1

Atoms and positions in Å:
C -1.92 -0.27 0.30
C -1.53 1.01 0.41
N 1.46 2.24 -0.40
N 1.31 -2.01 -0.13
O -1.98 -1.46 0.50
O 2.46 2.22 0.36
O -2.93 0.66 -0.26
H -0.80 1.79 0.21
H 0.97 1.34 -0.37
H 0.59 -2.48 0.47
H 1.31 -1.06 0.11
H 1.06 -1.99 -1.20

These are the natural (NBO) partial charges, in e, on atoms 1 to 8:
1 C 0.6548
2 C -0.4278
3 N -0.0302
4 N -1.0964
5 O -0.7016
6 O -0.2808
7 O -0.6632
8 H 0.1633



Entry 3:
One molecule with the formula C17H27ClO2S, computed with ωB97M-V with the def2-TZVPD basis set.

## Properties
* Kohn-Sham gap: 0.226 Ha
* net charge: 0
* 2S+1: 1

Atoms and positions in Å:
Cl 3.25 2.88 1.42
O 0.40 2.95 1.92
O 3.88 -0.29 1.95
C -0.74 -0.07 0.05
C 1.01 -1.83 0.05
C 0.03 0.79 0.85
C 1.81 -0.98 0.86
C -0.30 -1.35 -0.34
C 1.32 0.30 1.26
C -0.81 3.02 -0.12
C -1.80 2.14 2.06
C 2.95 -2.44 2.55
C 4.04 -2.07 0.32
C -2.60 -1.65 -1.40
C -1.49 -3.60 -0.42
C -0.56 -2.54 -2.53
C -0.55 2.19 1.19
C 3.20 -1.43 1.44
C -1.23 -2.28 -1.14
C 2.38 1.18 3.92
S 2.74 0.96 2.17
H 1.27 2.92 1.49
H -1.70 0.29 -0.28
H 1.39 -2.78 -0.28
H -1.62 2.64 -0.73
H 0.06 3.01 -0.75
H -1.07 4.11 0.10
H -2.01 3.11 2.49
H -1.70 1.43 2.89
H -2.69 1.84 1.45
H 3.85 -2.59 3.15
H 2.65 -3.42 2.10
H 2.15 -2.15 3.22
H 3.92 -1.51 -0.61
H 5.08 -2.06 0.58
H 3.79 -3.12 0.16
H -3.26 -2.38 -1.92
H -2.54 -0.79 -2.09
H -3.08 -1.27 -0.49
H -1.96 -3.43 0.52
H -2.19 -4.26 -0.96
H -0.57 -4.13 -0.22
H -1.30 -3.11 -3.14
H 0.32 -3.18 -2.45
H -0.24 -1.63 -3.06
H 3.16 1.76 4.43
H 1.42 1.68 4.08
H 2.32 0.16 4.38

These are the natural (NBO) partial charges, in e, on atoms 1 to 8:
1 Cl -0.5953
2 O -0.7662
3 O -0.6531
4 C -0.2917
5 C -0.2590
6 C 0.0865
7 C -0.0100
8 C 0.1376



Entry 4:
One molecule with the formula C11H20ClN, computed with ωB97M-V with the def2-TZVPD basis set.

## Properties
* Kohn-Sham gap: 0.313 Ha
* net charge: 0
* 2S+1: 1

Atoms and positions in Å:
C -0.79 -1.54 0.34
C 0.43 -1.83 0.60
C -1.36 -0.14 0.03
C -0.33 0.93 0.25
C 1.49 0.08 -0.30
C -2.22 -0.19 -1.41
C -2.56 0.15 0.93
C 0.04 1.36 1.67
C -0.44 2.20 -0.66
C 1.67 -0.16 -1.82
C 2.83 -1.63 0.70
N 1.55 -1.08 0.44
Cl 2.83 1.27 0.18
H -1.41 -2.44 0.40
H 0.70 -2.91 0.88
H -1.54 -0.57 -2.25
H -2.66 0.80 -1.61
H -2.92 -0.91 -1.12
H -3.45 0.74 0.44
H -2.27 0.62 1.89
H -3.04 -0.85 1.03
H 0.10 0.48 2.42
H -0.66 2.15 2.05
H 0.93 1.89 1.67
H -1.16 2.87 -0.19
H -0.81 1.89 -1.67
H 0.50 2.78 -0.73
H 2.59 -0.70 -2.06
H 1.73 0.80 -2.34
H 0.78 -0.71 -2.05
H 3.52 -0.92 1.05
H 2.63 -2.36 1.44
H 3.30 -2.09 -0.21

These are the natural (NBO) partial charges, in e, on atoms 1 to 8:
1 C -0.3197
2 C 0.0391
3 C -0.1339
4 C 0.1504
5 C 0.2919
6 C -0.5909
7 C -0.6101
8 C -0.6791



What did the first record say?
One molecule with the formula C12H14BrNO3, computed with ωB97M-V with the def2-TZVPD basis set.

## Properties
* SMILES: CCOC(=O)CCNC(=O)c1ccccc1Br
* Kohn-Sham gap: 0.313 Ha
* net charge: 0
* 2S+1: 1

Atoms and positions in Å:
C -3.60 -2.29 -0.08
C -3.96 -1.11 0.66
O -3.62 -0.05 -0.05
C -2.46 0.41 0.44
O -1.75 -0.24 1.29
C -2.02 1.77 -0.47
C -0.98 1.59 -1.36
N 0.13 0.93 -0.84
C 1.52 1.04 -1.13
O 1.79 2.17 -1.79
C 2.54 0.50 -0.35
C 3.49 1.34 0.51
C 4.64 0.82 1.07
C 4.57 -0.72 1.33
C 3.70 -1.62 0.66
C 2.58 -0.90 0.01
Br 1.41 -1.85 -1.25
H -2.65 -2.40 -0.04
H -4.04 -3.24 0.31
H -3.97 -2.07 -1.25
H -5.04 -0.92 0.63
H -3.69 -1.22 1.66
H -1.64 2.49 0.27
H -2.83 2.13 -0.86
H -0.59 2.10 -1.93
H -1.29 0.83 -2.13
H 0.13 0.21 0.01
H 3.42 2.36 0.19
H 5.16 1.43 1.77
H 5.39 -1.01 1.87
H 3.66 -2.48 0.85

These are the natural (NBO) partial charges, in e, on atoms 1 to 8:
1 C -0.5829
2 C -0.1030
3 O -0.4671
4 C 0.7994
5 O -0.6286
6 C -0.4345
7 C -0.2026
8 N -0.5772



Question: Which formula does entry 1 have?
Answer: C12H14BrNO3